81
Properties=species:S:1:pos:R:3:lowdin_spin:R:1 method="wB97M-V/def2-TZVPD" s_squared=0.76 spin_multiplicity=2 relative_energy_kcal_mol=31.2 gap_ev="7.5 / 7.6" total_charge=+1 total_energy_ha=-5433.61123
Re -0.14 -0.79 -1.29 0.8444
F -0.33 -5.78 -1.90 0.0000
C -0.25 -4.99 -2.97 0.0004
F -1.42 -4.96 -3.59 0.0002
F 0.69 -5.42 -3.78 0.0005
S 0.14 -3.28 -2.43 0.0062
O -0.92 -2.93 -1.48 0.0278
O 0.16 -2.41 -3.58 0.0051
N 1.49 -3.49 -1.67 0.0016
S 2.64 -2.40 -1.72 0.0065
O 3.66 -2.67 -0.77 0.0063
O 2.01 -1.06 -1.66 0.0295
C 3.43 -2.51 -3.42 0.0016
F 2.98 -3.60 -4.03 0.0007
F 3.10 -1.44 -4.12 0.0001
F 4.74 -2.58 -3.28 0.0002
C -2.19 -0.24 -4.06 -0.0001
C -2.57 1.16 -3.61 0.0003
C -3.47 1.13 -2.37 0.0064
C -1.39 2.11 -3.46 -0.0040
C -1.30 3.18 -4.34 0.0006
C -0.33 4.15 -4.18 -0.0043
C 0.53 4.09 -3.10 0.0008
C 0.50 3.04 -2.18 -0.0043
C 1.37 3.28 -0.95 -0.0004
C 1.88 2.11 -0.12 -0.0001
C 0.62 4.25 -0.02 -0.0003
C -0.42 2.01 -2.45 0.0043
N -0.42 0.82 -1.69 -0.0158
H -3.08 -0.79 -4.37 0.0000
H -1.75 -0.82 -3.25 0.0020
H -1.49 -0.23 -4.89 0.0000
H -3.17 1.61 -4.41 0.0000
H -3.00 0.62 -1.53 0.0077
H -4.39 0.60 -2.61 0.0001
H -3.74 2.14 -2.06 0.0002
H -2.03 3.26 -5.14 0.0001
H -0.27 4.98 -4.88 -0.0002
H 1.24 4.89 -2.94 0.0001
H 2.25 3.80 -1.33 -0.0001
H 1.07 1.62 0.41 0.0001
H 2.57 2.49 0.63 0.0000
H 2.41 1.36 -0.71 0.0001
H -0.29 3.78 0.36 0.0000
H 0.33 5.16 -0.54 0.0000
H 1.25 4.51 0.83 0.0000
O 0.14 -1.10 0.59 0.0560
As -0.04 -0.73 2.24 0.0051
C -0.28 -2.41 3.08 0.0004
C 0.48 -2.73 4.19 0.0001
C 0.29 -3.96 4.81 0.0000
C -0.66 -4.85 4.30 -0.0001
C -1.42 -4.51 3.19 0.0000
C -1.24 -3.29 2.57 -0.0002
C -1.50 0.44 2.53 0.0007
C -1.97 0.56 3.83 0.0002
C -3.03 1.41 4.10 0.0001
C -3.62 2.13 3.07 0.0000
C -3.15 2.00 1.77 0.0005
C -2.08 1.16 1.49 0.0047
C 1.59 0.08 2.78 0.0010
C 2.78 -0.50 2.36 0.0002
C 3.98 0.10 2.70 0.0001
C 3.98 1.26 3.47 0.0000
C 2.79 1.84 3.88 0.0001
C 1.58 1.25 3.54 0.0000
H 1.23 -2.05 4.58 0.0000
H 0.88 -4.23 5.67 0.0000
H -0.81 -5.80 4.78 0.0000
H -2.15 -5.21 2.80 0.0000
H -1.82 -3.03 1.69 -0.0001
H -1.54 -0.02 4.64 0.0000
H -3.40 1.50 5.11 0.0000
H -4.45 2.79 3.28 0.0000
H -3.61 2.56 0.96 0.0000
H -1.71 1.08 0.48 0.0067
H 2.78 -1.39 1.75 0.0000
H 4.91 -0.34 2.37 0.0000
H 4.92 1.73 3.73 0.0000
H 2.79 2.75 4.47 0.0000
H 0.65 1.71 3.84 0.0000

=====

43
Properties=species:S:1:pos:R:3:lowdin_charge:R:1 method="wB97M-V/def2-TZVPD" gap_ev=7.3 total_charge=-1 total_energy_ha=-1402.54840
C 0.02 -3.91 1.12 -0.1247
O 0.98 -3.33 0.28 -0.1964
C 1.33 -2.00 0.67 -0.2355
C 2.72 -1.68 0.13 -0.1786
C 2.70 -1.04 -1.26 -0.1896
C 2.42 0.47 -1.35 -0.1911
C 2.92 1.31 -0.16 -0.2066
C 1.96 1.47 1.02 -0.2145
C 0.93 2.59 0.87 -0.2180
C -0.21 2.38 -0.14 -0.3001
C -0.93 1.03 -0.04 -0.2816
In -2.96 1.10 -0.90 0.8263
O -2.74 1.30 -2.94 -0.4118
N -3.84 3.00 -0.18 -0.0166
C -3.88 3.11 1.00 -1.0126
S -3.90 3.30 2.60 0.4754
B -4.30 -0.71 -0.43 -0.6356
O -4.48 -1.74 -1.37 0.0212
O -4.98 -0.86 0.75 0.0753
H -0.70 -3.17 1.50 0.0870
H 0.50 -4.41 1.97 0.0837
H -0.54 -4.65 0.54 0.0811
H 1.34 -1.96 1.77 0.1218
H 0.58 -1.30 0.29 0.0993
H 3.27 -1.08 0.85 0.0988
H 3.24 -2.64 0.06 0.1117
H 1.91 -1.56 -1.82 0.1121
H 3.62 -1.28 -1.79 0.1004
H 2.93 0.84 -2.24 0.1026
H 1.36 0.66 -1.52 0.0837
H 3.87 0.90 0.19 0.0980
H 3.15 2.32 -0.53 0.1048
H 1.44 0.54 1.26 0.0829
H 2.57 1.72 1.90 0.1043
H 1.47 3.52 0.66 0.1028
H 0.45 2.73 1.85 0.1082
H -0.93 3.18 0.04 0.0820
H 0.16 2.55 -1.16 0.1016
H -0.98 0.70 1.00 0.0467
H -0.42 0.25 -0.61 0.0058
H -2.62 0.44 -3.33 -0.0664
H -3.85 -2.46 -1.26 0.0740
H -5.58 -1.63 0.69 0.0878

=====

15
Properties=species:S:1:pos:R:3:lowdin_charge:R:1 method="wB97M-V/def2-TZVPD" relative_energy_kcal_mol=50.8 gap_ev=10.2 total_charge=0 total_energy_ha=-229.72835 smiles="C=N.CCN"
C -0.42 -3.09 1.63 -0.1584
N -1.44 -3.40 0.93 -0.0011
H -0.59 -2.56 2.62 0.0734
H 0.60 -3.09 1.30 0.0426
H -1.25 -3.60 -0.06 0.0439
C -0.10 1.74 0.27 -0.1714
C 0.14 1.85 -1.21 -0.3246
N 1.54 2.46 -1.55 -0.0409
H 0.63 1.13 0.70 0.0246
H -1.05 1.15 0.21 0.0777
H -0.10 2.65 1.03 0.1117
H -0.69 2.43 -1.68 0.0917
H -0.04 0.74 -1.57 0.1285
H 2.23 1.66 -1.60 0.0659
H 1.84 3.05 -0.77 0.0363

=====

34
Properties=species:S:1:pos:R:3:lowdin_spin:R:1 method="wB97M-V/def2-TZVPD" s_squared=2.01 spin_multiplicity=3 relative_energy_kcal_mol=28.3 gap_ev="6.4 / 8.3" total_charge=+2 total_energy_ha=-702.42959
C 1.70 0.49 -2.55 -0.0010
C 2.30 0.62 -0.18 0.4075
C 0.84 -0.77 -2.52 0.0022
C -2.61 -0.45 2.30 0.0005
C -1.61 -1.67 2.45 0.0100
C -2.04 0.89 2.06 0.0018
C -0.16 -0.52 -1.42 0.0641
C -0.97 -1.85 1.16 0.0390
C -1.11 0.71 0.90 0.0078
N 2.74 1.04 0.85 0.3218
N 2.40 0.85 -1.48 0.0779
N 0.59 -0.74 -0.15 0.7910
N 1.73 1.28 -3.60 -0.0018
N -0.26 -0.53 0.95 0.0476
O 2.97 2.22 -1.48 0.1592
H 0.45 -0.93 -3.49 -0.0003
H 1.44 -1.60 -2.18 0.0009
H -3.37 -0.71 1.64 0.0000
H -3.03 -0.36 3.31 0.0001
H -0.81 -1.36 3.14 0.0003
H -2.20 -2.46 2.78 0.0020
H -2.71 1.72 1.73 0.0010
H -1.66 1.38 3.00 0.0002
H -0.61 0.46 -1.64 0.0141
H -0.82 -1.25 -1.49 0.0195
H -0.15 -2.70 1.11 0.0021
H -1.63 -2.02 0.31 -0.0001
H -1.69 0.57 -0.02 -0.0001
H -0.52 1.69 0.75 -0.0003
H 2.73 1.09 1.86 0.0207
H 1.27 1.09 -4.47 -0.0001
H 2.41 2.02 -3.73 0.0003
H 0.47 -0.55 1.75 0.0019
H 3.91 2.35 -1.67 0.0103

=====

78
Properties=species:S:1:pos:R:3:lowdin_charge:R:1 method="wB97M-V/def2-TZVPD" relative_energy_kcal_mol=62.1 gap_ev=9.8 total_charge=0 total_energy_ha=-7489.41382 smiles=c1ccncc1.c1ccncc1.ClCCCl.ClCCCl.ClCCCl.ClCCCl.ClCCCl.ClCCCl.ClCCCl
C -4.86 -3.86 -1.84 -0.1115
C -5.42 -2.60 -1.72 -0.0688
C -6.01 -2.08 -2.88 -0.1713
N -6.12 -2.69 -4.05 0.0551
C -5.46 -3.90 -4.15 -0.1095
C -4.91 -4.54 -3.03 -0.0852
H -4.34 -4.38 -1.05 0.1024
H -5.23 -2.00 -0.85 0.0991
H -6.42 -1.08 -2.85 0.0989
H -5.39 -4.40 -5.11 0.0944
H -4.43 -5.50 -3.09 0.0976
C -0.03 -0.63 0.44 -0.0705
C 1.23 -0.49 -0.21 -0.0718
C 1.84 0.76 -0.16 -0.1399
N 1.24 1.88 0.39 0.0404
C 0.03 1.71 1.02 -0.1423
C -0.65 0.48 1.06 -0.0746
H -0.61 -1.53 0.62 0.0928
H 1.67 -1.28 -0.80 0.0904
H 2.83 1.04 -0.51 0.0953
H -0.43 2.49 1.61 0.0932
H -1.63 0.38 1.51 0.0930
Cl 5.74 -2.05 -3.56 0.4862
C 6.78 -3.21 -2.62 -0.6306
C 8.20 -2.76 -2.28 -0.6776
Cl 8.23 -1.08 -1.75 0.5498
H 6.80 -4.20 -3.08 0.0704
H 6.29 -3.43 -1.67 0.0607
H 8.88 -2.86 -3.12 0.0672
H 8.68 -3.37 -1.51 0.0732
Cl -2.32 2.72 -4.43 0.5403
C -0.67 3.19 -3.91 -0.6548
C -0.24 4.36 -4.77 -0.6813
Cl 1.53 4.34 -5.02 0.5375
H 0.04 2.37 -4.08 0.0548
H -0.65 3.43 -2.85 0.0744
H -0.58 5.27 -4.27 0.0728
H -0.65 4.39 -5.77 0.0532
Cl 3.64 -6.87 -5.46 0.5102
C 1.92 -6.68 -4.93 -0.6253
C 1.98 -5.81 -3.62 -0.6366
Cl 0.51 -6.25 -2.68 0.5212
H 1.43 -7.65 -4.77 0.0536
H 1.44 -6.25 -5.81 0.0604
H 2.06 -4.74 -3.80 0.0729
H 2.85 -6.18 -3.08 0.0427
Cl -4.96 -1.53 4.93 0.4886
C -5.49 -3.19 5.55 -0.6055
C -6.47 -3.71 4.52 -0.6777
Cl -7.60 -4.83 5.33 0.5378
H -5.87 -3.08 6.57 0.0639
H -4.57 -3.77 5.60 0.0671
H -5.99 -4.20 3.68 0.0764
H -7.12 -2.91 4.19 0.0488
Cl -1.98 8.55 5.82 0.5830
C -2.75 7.10 6.49 -0.6631
C -2.47 6.05 5.47 -0.6764
Cl -3.55 4.57 5.48 0.4882
H -3.81 7.25 6.65 0.0728
H -2.29 6.78 7.43 0.0789
H -1.44 5.74 5.66 0.0700
H -2.52 6.50 4.48 0.0468
Cl 4.92 -2.44 5.87 0.5768
C 4.17 -2.63 4.32 -0.7274
C 5.06 -2.27 3.11 -0.7278
Cl 6.12 -3.56 2.88 0.6150
H 3.28 -2.00 4.33 0.0652
H 3.80 -3.66 4.24 0.0587
H 5.53 -1.31 3.33 0.0756
H 4.55 -2.20 2.15 0.0631
Cl 0.58 10.65 -0.68 0.5486
C 1.88 9.49 -0.44 -0.7060
C 1.44 8.04 -0.59 -0.6354
Cl 0.70 7.57 0.99 0.5205
H 2.32 9.64 0.55 0.0592
H 2.64 9.63 -1.21 0.0698
H 2.32 7.43 -0.78 0.0719
H 0.78 7.83 -1.43 0.0701

=====

Repeat the fifth record exactly.
78
Properties=species:S:1:pos:R:3:lowdin_charge:R:1 method="wB97M-V/def2-TZVPD" relative_energy_kcal_mol=62.1 gap_ev=9.8 total_charge=0 total_energy_ha=-7489.41382 smiles=c1ccncc1.c1ccncc1.ClCCCl.ClCCCl.ClCCCl.ClCCCl.ClCCCl.ClCCCl.ClCCCl
C -4.86 -3.86 -1.84 -0.1115
C -5.42 -2.60 -1.72 -0.0688
C -6.01 -2.08 -2.88 -0.1713
N -6.12 -2.69 -4.05 0.0551
C -5.46 -3.90 -4.15 -0.1095
C -4.91 -4.54 -3.03 -0.0852
H -4.34 -4.38 -1.05 0.1024
H -5.23 -2.00 -0.85 0.0991
H -6.42 -1.08 -2.85 0.0989
H -5.39 -4.40 -5.11 0.0944
H -4.43 -5.50 -3.09 0.0976
C -0.03 -0.63 0.44 -0.0705
C 1.23 -0.49 -0.21 -0.0718
C 1.84 0.76 -0.16 -0.1399
N 1.24 1.88 0.39 0.0404
C 0.03 1.71 1.02 -0.1423
C -0.65 0.48 1.06 -0.0746
H -0.61 -1.53 0.62 0.0928
H 1.67 -1.28 -0.80 0.0904
H 2.83 1.04 -0.51 0.0953
H -0.43 2.49 1.61 0.0932
H -1.63 0.38 1.51 0.0930
Cl 5.74 -2.05 -3.56 0.4862
C 6.78 -3.21 -2.62 -0.6306
C 8.20 -2.76 -2.28 -0.6776
Cl 8.23 -1.08 -1.75 0.5498
H 6.80 -4.20 -3.08 0.0704
H 6.29 -3.43 -1.67 0.0607
H 8.88 -2.86 -3.12 0.0672
H 8.68 -3.37 -1.51 0.0732
Cl -2.32 2.72 -4.43 0.5403
C -0.67 3.19 -3.91 -0.6548
C -0.24 4.36 -4.77 -0.6813
Cl 1.53 4.34 -5.02 0.5375
H 0.04 2.37 -4.08 0.0548
H -0.65 3.43 -2.85 0.0744
H -0.58 5.27 -4.27 0.0728
H -0.65 4.39 -5.77 0.0532
Cl 3.64 -6.87 -5.46 0.5102
C 1.92 -6.68 -4.93 -0.6253
C 1.98 -5.81 -3.62 -0.6366
Cl 0.51 -6.25 -2.68 0.5212
H 1.43 -7.65 -4.77 0.0536
H 1.44 -6.25 -5.81 0.0604
H 2.06 -4.74 -3.80 0.0729
H 2.85 -6.18 -3.08 0.0427
Cl -4.96 -1.53 4.93 0.4886
C -5.49 -3.19 5.55 -0.6055
C -6.47 -3.71 4.52 -0.6777
Cl -7.60 -4.83 5.33 0.5378
H -5.87 -3.08 6.57 0.0639
H -4.57 -3.77 5.60 0.0671
H -5.99 -4.20 3.68 0.0764
H -7.12 -2.91 4.19 0.0488
Cl -1.98 8.55 5.82 0.5830
C -2.75 7.10 6.49 -0.6631
C -2.47 6.05 5.47 -0.6764
Cl -3.55 4.57 5.48 0.4882
H -3.81 7.25 6.65 0.0728
H -2.29 6.78 7.43 0.0789
H -1.44 5.74 5.66 0.0700
H -2.52 6.50 4.48 0.0468
Cl 4.92 -2.44 5.87 0.5768
C 4.17 -2.63 4.32 -0.7274
C 5.06 -2.27 3.11 -0.7278
Cl 6.12 -3.56 2.88 0.6150
H 3.28 -2.00 4.33 0.0652
H 3.80 -3.66 4.24 0.0587
H 5.53 -1.31 3.33 0.0756
H 4.55 -2.20 2.15 0.0631
Cl 0.58 10.65 -0.68 0.5486
C 1.88 9.49 -0.44 -0.7060
C 1.44 8.04 -0.59 -0.6354
Cl 0.70 7.57 0.99 0.5205
H 2.32 9.64 0.55 0.0592
H 2.64 9.63 -1.21 0.0698
H 2.32 7.43 -0.78 0.0719
H 0.78 7.83 -1.43 0.0701